1.
13
Properties=species:S:1:pos:R:3:mulliken_charge:R:1 method="wB97M-V/def2-TZVPD" de_lowest_kcal_mol=94.16 multiplicity=1 e_lumo_ha=0.030 charge=0
O 1.314 -2.205 -0.302 -0.57
N 1.276 0.064 0.271 -0.27
N -0.616 -0.972 -0.554 -0.18
C -1.027 0.413 -0.709 -0.31
C 0.691 -1.177 -0.231 0.43
C 0.039 1.270 -0.025 -0.57
C 0.419 0.716 1.285 -0.17
H -1.117 0.682 -1.768 0.25
H -0.235 -0.010 1.769 0.21
H -2.000 0.593 -0.230 0.31
H -1.127 -1.745 -0.951 0.21
H 1.341 0.923 -0.473 0.45
H 0.978 1.333 1.985 0.20

2.
14
Properties=species:S:1:pos:R:3:mulliken_charge:R:1 method="wB97M-V/def2-TZVPD" de_lowest_kcal_mol=219.23 multiplicity=1 e_lumo_ha=-0.004 charge=0
O -0.284 -1.481 1.144 -0.27
O 1.787 -1.060 0.091 -0.44
N -0.123 1.563 -1.465 -0.51
N -0.771 0.212 -1.746 -0.19
C -0.700 -0.286 0.543 0.56
C -0.016 0.941 1.101 -0.86
C 0.940 -1.751 0.729 0.17
C -1.454 -0.336 -0.824 -0.29
H 1.563 -2.768 1.063 0.34
H 0.182 1.826 -0.062 0.34
H 0.413 1.148 2.025 0.39
H -0.381 1.927 0.859 0.22
H -2.026 -1.380 -1.214 0.27
H 0.870 1.446 -2.244 0.27

3.
14
Properties=species:S:1:pos:R:3:mulliken_charge:R:1 method="wB97M-V/def2-TZVPD" de_lowest_kcal_mol=120.80 multiplicity=1 smiles="CC1=NOCON=C1" e_lumo_ha=0.002 charge=0
O 1.564 -0.508 -0.699 -0.24
O 0.076 -1.991 0.402 -0.17
N -0.765 -1.618 -0.679 -0.42
N 1.056 0.631 -0.074 -0.51
C -0.247 0.701 -0.111 0.87
C 1.382 -1.620 0.172 -0.11
C -0.907 1.916 0.409 -1.19
C -0.922 -0.377 -0.811 -0.09
H 1.817 -1.411 1.145 0.28
H -0.123 2.504 0.866 0.37
H -1.634 1.754 1.222 0.30
H -1.886 -0.134 -1.309 0.34
H 2.014 -2.408 -0.252 0.25
H -1.424 2.561 -0.283 0.33